Molecular formula: C25H22InN9O7
Method: DFT, ωB97M-V/def2-TZVPD

Geometry as XYZ:
```
64
Properties=species:S:1:pos:R:3:mulliken_charge:R:1
In -0.13587 0.68623 0.06809 2.852
C 3.65754 -0.43247 1.03248 -1.429
C 2.89018 0.65139 1.69781 0.144
N 1.63433 1.00962 1.45682 -0.095
C 1.33890 2.04394 2.32622 0.026
C 2.42929 2.30784 3.09471 -0.010
N 3.38561 1.42259 2.67813 -0.015
C 2.78418 3.25726 4.19827 0.474
O 1.85459 4.09212 4.59676 -0.518
O 3.89639 3.19172 4.64946 -0.569
C -0.02329 2.62830 2.35451 0.650
O -0.28599 3.54755 3.10833 -0.866
O -0.85700 2.05034 1.55048 -0.520
H 2.97597 -1.19444 0.65979 0.170
H 4.34484 -0.90008 1.73589 0.513
H 4.24112 -0.04350 0.19740 0.298
H 4.30756 1.39451 3.09943 0.265
H 1.00665 3.97553 4.09728 0.424
O -3.73234 -6.13065 -0.78352 -0.540
N -2.91682 -5.48460 -1.39103 0.938
O -2.49513 -5.72546 -2.50350 -0.562
C -2.36111 -4.29293 -0.70651 0.080
C -2.28103 -4.36076 0.63382 -0.868
C -1.69444 -3.28847 1.37988 0.666
C -1.57526 -3.30946 2.78185 -0.581
C -1.00438 -2.24119 3.42572 -1.250
C -0.55043 -1.16055 2.66529 -0.054
N -0.64816 -1.12950 1.34655 0.220
C -1.21388 -2.17004 0.70045 -0.332
C -1.33173 -2.09350 -0.74071 0.075
N -0.87928 -0.96883 -1.33857 0.287
C -1.00779 -0.83241 -2.64451 -0.219
C -1.60511 -1.80824 -3.43925 -1.141
C -2.05623 -2.96629 -2.85648 -0.768
C -1.91233 -3.14614 -1.46397 0.693
H -2.65537 -5.23845 1.14432 0.582
H -1.93844 -4.16456 3.33796 0.525
H -0.90373 -2.21681 4.50105 0.483
H -0.10143 -0.29692 3.13992 0.433
H -0.63764 0.08909 -3.07735 0.431
H -1.71033 -1.64618 -4.50214 0.490
H -2.51447 -3.73524 -3.45697 0.605
N 2.70115 1.44250 -3.31947 -0.115
C 3.22369 0.17705 -3.20548 -0.822
C 2.57394 -0.40068 -2.15814 -0.912
N 1.67346 0.49085 -1.62734 0.285
C 1.77086 1.58631 -2.35646 0.297
C 0.86101 2.68560 -2.09341 0.075
N -0.12148 2.49798 -1.23156 0.068
C -0.81047 3.68450 -1.13674 -0.499
C -0.23767 4.58697 -1.97522 -0.846
N 0.82241 3.93857 -2.57146 -0.033
H 2.96953 2.11896 -4.01676 0.182
H 3.99376 -0.18672 -3.86245 0.466
H 2.70337 -1.39378 -1.76469 0.616
H -1.64844 3.80269 -0.47345 0.512
H -0.47597 5.61238 -2.19484 0.423
H 1.46399 4.36197 -3.22327 0.182
C -3.76138 0.39244 -0.47541 -0.735
O -2.53408 0.96924 -0.00511 -0.184
H -4.44019 1.17202 -0.81773 0.324
H -4.24107 -0.19457 0.30790 0.276
H -3.51840 -0.25447 -1.31532 0.220
H -2.68616 1.53986 0.76224 0.230
```

Summary:
Energy above the lowest of the compared OMol25 structures with the same formula, charge and spin ... 0.0 kcal/mol
Spin multiplicity ... 1
Gap between HOMO and LUMO ... 0.3060 hartree
Total charge ... +2

***

Molecular formula: C25H22IrN6OS
Method: DFT, ωB97M-V/def2-TZVPD

Geometry as XYZ:
```
56
Properties=species:S:1:pos:R:3:mulliken_charge:R:1
Ir -0.15089 0.34294 -1.60035 1.592
C 4.27398 1.48322 3.65547 -1.636
C 3.36019 0.77359 2.71943 0.237
C 2.24074 0.08036 3.17959 -1.049
C 1.37465 -0.50148 2.29211 0.087
C 1.54663 -0.42784 0.88828 0.730
N 0.59324 -0.96914 0.07634 -0.796
C -0.03044 -2.11154 0.48500 0.045
C 0.68198 -3.11771 1.17899 -0.010
C 0.10219 -4.30063 1.56806 -1.036
C -1.24443 -4.55610 1.30680 0.367
C -1.88286 -5.86148 1.63695 -1.581
C -1.97034 -3.57338 0.64210 -0.286
C -1.39382 -2.38667 0.21667 0.095
N -2.22411 -1.47624 -0.46228 0.814
C -3.50891 -1.19081 -0.15994 -0.179
C -4.03528 -0.47278 -1.20887 -0.934
C -2.99407 -0.37964 -2.13062 -0.392
N -1.89473 -0.97135 -1.66208 -0.996
C 2.67777 0.29866 0.42782 0.154
C 3.55202 0.86356 1.34829 -0.429
N 2.97801 0.50249 -0.93266 0.325
C 4.20268 0.73811 -1.45788 -0.130
C 4.03673 1.09879 -2.77497 -1.086
C 2.65905 1.06180 -2.98298 0.017
N 2.03940 0.69266 -1.86855 -0.509
H 4.35708 0.95224 4.59855 0.401
H 3.87368 2.47720 3.85954 0.305
H 5.26285 1.59669 3.22240 0.387
H 2.05075 0.01234 4.24125 0.415
H 0.48892 -0.99421 2.66352 0.550
H 1.73192 -2.95192 1.36547 0.536
H 0.69680 -5.04104 2.08387 0.423
H -1.42280 -6.32061 2.50799 0.394
H -1.76376 -6.54496 0.79351 0.304
H -2.94872 -5.73776 1.81129 0.380
H -3.01407 -3.75196 0.42763 0.511
H -3.95133 -1.48140 0.76978 0.538
H -5.02143 -0.06729 -1.30222 0.479
H -3.00030 0.04745 -3.11299 0.606
H 4.40067 1.42579 0.98846 0.498
H 5.11274 0.60721 -0.90921 0.482
H 4.79124 1.36449 -3.48762 0.428
H 2.10671 1.29942 -3.87226 0.412
O -1.33368 1.94089 -0.45191 -0.844
N -1.86475 2.93932 -1.10605 0.391
C -2.50871 3.88454 -0.39243 -0.158
C -3.08247 4.97409 -0.99148 -0.731
C -3.03106 5.09723 -2.38229 -0.184
C -2.38885 4.12218 -3.10223 -0.876
C -1.76853 3.04288 -2.46109 0.716
S -0.86812 1.91887 -3.38122 -0.435
H -2.53262 3.72634 0.67462 0.438
H -3.55978 5.72227 -0.38106 0.413
H -3.47865 5.94468 -2.87739 0.416
H -2.32314 4.15562 -4.17716 0.391
```

Summary:
Spin multiplicity ... 1
Gap between HOMO and LUMO (spin up / spin down) ... 0.1810 / 0.1805 hartree
Total charge ... +1

***

Molecular formula: C25H22N2O4
Method: DFT, ωB97M-V/def2-TZVPD

Geometry as XYZ:
```
53
Properties=species:S:1:pos:R:3:mulliken_charge:R:1
C -5.97034 2.84336 -1.80639 -0.493
C -4.92699 3.73579 -2.06319 -0.407
C -3.80298 3.32438 -2.77150 -0.404
C -3.74141 1.99664 -3.20170 0.303
O -2.53811 1.52863 -3.77324 -0.506
C -1.49923 1.21039 -2.88884 0.271
C -1.52715 0.01135 -2.17479 -0.921
C -0.55599 -0.22719 -1.24157 -0.391
C 0.53092 0.63958 -0.95756 0.463
C 1.51570 0.27311 0.00832 -0.914
C 2.37061 1.25402 0.58773 1.069
C 3.58999 0.88564 1.24261 -0.200
C 4.54732 1.82427 1.59349 -0.833
C 4.32243 3.18982 1.33652 -0.318
C 3.06739 3.60261 0.86247 -0.757
C 2.08215 2.66406 0.57786 -0.494
C 0.53074 1.84761 -1.74654 -0.630
C -0.46850 2.15034 -2.65882 -0.549
C -4.79399 1.09783 -3.00679 -0.239
C -5.89719 1.53041 -2.27797 -0.399
H -6.83924 3.17409 -1.23128 0.361
H -4.97367 4.76288 -1.71759 0.349
H -2.96670 3.98543 -2.98666 0.357
H -2.33123 -0.71297 -2.37861 0.407
H -0.63154 -1.15627 -0.69320 0.737
H 1.76885 -0.83364 0.10271 0.667
H 3.77884 -0.17351 1.43674 0.210
H 5.49291 1.48256 2.03957 0.379
H 5.10584 3.91741 1.54639 0.387
H 2.87495 4.66232 0.69014 0.382
H 1.11206 3.02358 0.24032 0.907
H 1.36558 2.54481 -1.66241 0.836
H -0.45409 3.09694 -3.20944 0.484
H -4.72055 0.08747 -3.40660 0.458
H -6.70920 0.83487 -2.08415 0.356
C 3.06628 -3.62066 3.83101 -1.096
N 2.09432 -3.33732 2.79778 -0.027
C 2.03649 -2.01791 2.30836 0.192
O 2.74313 -1.21128 2.92733 -0.727
C 1.12178 -1.62258 1.20693 -0.122
C 0.19018 -2.73969 0.90492 0.280
O -0.89788 -2.58374 0.30274 -0.779
N 0.39859 -4.04635 1.35508 -0.010
C -0.50818 -5.06538 0.87117 -1.087
C 1.32979 -4.40891 2.33371 0.856
O 1.45482 -5.56000 2.73385 -0.669
H 3.03489 -4.69603 3.97584 0.381
H 4.04193 -3.28947 3.47470 0.313
H 2.81228 -3.09542 4.75623 0.294
H 0.50191 -0.84212 1.63456 0.281
H -0.15294 -5.99207 1.30522 0.398
H -1.54007 -4.86535 1.17070 0.284
H -0.43552 -5.08435 -0.21619 0.308
```

Summary:
Energy above the lowest of the compared OMol25 structures with the same formula, charge and spin ... 122.2 kcal/mol
Spin multiplicity ... 1
Gap between HOMO and LUMO ... 0.2106 hartree

***

Molecular formula: C25H22N3O
Method: DFT, ωB97M-V/def2-TZVPD

Geometry as XYZ:
```
51
Properties=species:S:1:pos:R:3:mulliken_charge:R:1
C -0.95244 -1.92104 -1.15686 -1.803
C 0.41466 -1.55186 -0.89152 -0.437
N 0.84871 -0.23542 -1.69669 0.438
C 2.16692 0.10722 -2.07102 0.130
C 3.39288 -0.53884 -2.12221 -0.613
C 4.54834 0.24247 -2.27133 -0.665
C 4.47168 1.62765 -2.50365 -0.647
C 3.22158 2.26114 -2.62779 -0.547
C 2.09116 1.47404 -2.53825 0.649
C 0.71829 1.91848 -2.57902 0.207
C 0.11429 3.15324 -2.76239 -0.484
C -1.26181 3.21856 -2.67054 -0.780
C -2.06092 2.08025 -2.35221 -0.833
C -1.43651 0.85411 -2.13522 -0.407
C -0.04123 0.79395 -2.11015 0.515
C 0.45560 -1.42221 0.58516 2.321
N 1.93966 -1.38781 0.62377 0.604
N 2.94166 -1.84237 0.59118 -0.688
C 0.19363 -2.56200 1.64994 -1.408
C -1.23372 -3.04155 2.12299 -0.879
C -2.27281 -1.95084 1.98373 -0.465
C -2.01503 -0.65958 2.76802 0.491
C -2.91112 -0.22841 3.69119 -0.414
C -2.83917 1.01366 4.30151 -0.767
C -1.79914 1.85352 3.85941 -0.464
C -0.88146 1.51627 2.88042 -1.424
C -0.97321 0.20101 2.31122 0.898
C -0.00623 -0.08013 1.14798 -0.148
O 0.52443 0.90961 0.70119 -0.552
H -1.03220 -2.89561 -0.67696 0.598
H -1.70709 -1.25851 -0.70117 0.096
H -1.00844 -2.04473 -2.19869 0.481
H 1.09868 -2.30898 -1.18905 0.675
H 3.39897 -1.62327 -1.99974 0.623
H 5.51272 -0.20738 -2.12816 0.416
H 5.42257 2.19487 -2.63798 0.343
H 3.14751 3.35289 -2.75763 0.379
H 0.75096 4.02822 -2.95026 0.402
H -1.78984 4.12643 -2.89418 0.385
H -3.13292 2.14256 -2.22579 0.458
H -2.03886 -0.08838 -1.98712 0.406
H 0.71623 -1.99735 2.49215 0.674
H 0.80871 -3.48740 1.46771 0.304
H -1.04465 -3.32100 3.16057 0.389
H -1.54458 -3.87178 1.48301 0.403
H -3.22148 -2.35549 2.37628 0.588
H -2.37928 -1.62365 0.92509 -0.125
H -3.79556 -0.89031 3.89207 0.290
H -3.47371 1.25220 5.14121 0.444
H -1.74786 2.84515 4.30498 0.385
H -0.29859 2.22838 2.37481 0.558
```

Summary:
SMILES ... C[C@@H](n1c2ccccc2c2ccccc21)[C@]1([N+]#N)CCCc2ccccc2C1=O
Energy above the lowest of the compared OMol25 structures with the same formula, charge and spin ... 0.0 kcal/mol
Spin multiplicity ... 1
Gap between HOMO and LUMO ... 0.2007 hartree
Total charge ... +1